#i
Computed, not measured: a 11-piece molecular cluster, C68H154N8O14 overall, with ωB97M-V/def2-TZVPD.

## Properties
Gap between HOMO and LUMO ... 7.99 eV
Highest occupied orbital energy ... -0.2974 Ha
Structure (SMILES) ... CC1(C)CCCC(C)(C)N1O.CC1(C)CCCC(C)(C)N1O.CC1(C)CCCC(C)(C)N1O.CC1(C)CCCC(C)(C)N1O.CC1(C)CCCC(C)(C)N1O.CC1(C)CCCC(C)(C)N1O.COC[C@H](C)N.COC[C@H](C)N.OCCO.OCCO.OCCO
E_LUMO ... -0.10 eV

Each line ends with the Löwdin charge.
Atoms and positions in Å:
C -6.026 2.389 -9.713  -0.075
C -5.530 1.097 -9.210  -0.477
C -4.353 0.493 -9.895  -0.197
O -4.262 -0.880 -9.640  -0.171
C -3.146 -1.595 -9.993  -0.144
N -5.404 1.316 -7.780  0.039
H -6.474 2.246 -10.697  0.080
H -5.135 2.985 -9.909  0.083
H -6.797 2.858 -9.101  0.085
H -6.356 0.394 -9.323  0.132
H -3.477 0.938 -9.423  0.129
H -4.264 0.741 -10.953  0.135
H -3.254 -2.679 -9.957  0.090
H -2.166 -1.344 -9.586  0.085
H -2.907 -1.425 -11.043  0.080
H -4.879 0.677 -7.201  0.063
H -6.259 1.567 -7.303  0.073
C -3.220 6.522 -7.359  -0.050
C -2.346 5.299 -6.877  -0.390
C -1.556 4.667 -8.106  -0.230
O -0.696 5.642 -8.678  -0.228
C 0.134 5.074 -9.816  -0.031
N -1.472 5.816 -5.788  0.040
H -3.942 6.804 -6.592  0.070
H -3.651 6.504 -8.360  0.071
H -2.519 7.357 -7.354  0.064
H -2.862 4.384 -6.586  0.119
H -2.204 4.538 -8.972  0.106
H -1.202 3.683 -7.799  0.111
H 0.995 5.707 -10.031  0.075
H -0.575 5.131 -10.643  0.081
H 0.567 4.117 -9.527  0.079
H -0.840 5.061 -5.562  0.062
H -0.995 6.439 -6.423  0.048
C -5.326 -2.543 -5.080  -0.187
C -5.200 -2.282 -3.569  -0.217
O -3.851 -2.624 -3.180  -0.069
O -4.073 -2.067 -5.713  -0.099
H -6.197 -2.158 -5.610  0.113
H -5.420 -3.606 -5.303  0.109
H -5.939 -2.856 -3.008  0.110
H -5.465 -1.273 -3.255  0.108
H -3.345 -2.732 -3.989  0.058
H -4.288 -2.042 -6.648  0.068
C -9.264 7.246 -6.558  -0.227
C -10.563 6.953 -7.207  -0.239
O -10.298 5.895 -8.149  -0.074
O -8.348 7.665 -7.627  -0.093
H -8.717 6.423 -6.098  0.121
H -9.355 8.091 -5.876  0.122
H -10.892 7.880 -7.677  0.125
H -11.160 6.610 -6.362  0.120
H -11.023 5.302 -8.359  0.086
H -8.365 6.927 -8.240  0.058
C 3.369 -1.895 -9.835  -0.165
C 2.969 -2.253 -8.378  -0.329
O 2.347 -3.427 -8.307  -0.039
O 4.203 -3.068 -10.185  -0.097
H 3.910 -0.949 -9.884  0.115
H 2.515 -1.865 -10.512  0.108
H 2.243 -1.507 -8.056  0.115
H 3.899 -2.215 -7.811  0.125
H 2.206 -3.710 -7.401  0.113
H 3.721 -3.808 -9.809  0.053
C -8.151 -2.319 -15.167  -0.034
C -6.959 -1.756 -15.987  -0.514
C -6.115 -2.865 -16.552  -0.154
C -6.660 -3.491 -17.843  -0.172
C -7.180 -2.476 -18.869  -0.131
C -8.040 -1.280 -18.273  -0.472
N -7.257 -0.800 -17.093  -0.095
O -7.789 0.414 -16.728  -0.008
C -7.945 -0.378 -19.460  -0.087
C -9.520 -1.636 -18.046  -0.020
C -6.148 -1.110 -14.910  -0.071
H -8.512 -3.226 -15.651  0.066
H -8.957 -1.595 -15.289  0.080
H -8.036 -2.593 -14.118  0.084
H -5.071 -2.554 -16.592  0.113
H -6.005 -3.722 -15.887  0.120
H -7.528 -4.095 -17.580  0.101
H -5.932 -4.163 -18.298  0.107
H -7.862 -3.075 -19.471  0.112
H -6.331 -2.172 -19.481  0.111
H -8.518 -0.651 -20.346  0.096
H -8.332 0.607 -19.198  0.074
H -7.004 0.071 -19.779  0.089
H -10.200 -0.800 -17.881  0.087
H -9.947 -2.007 -18.978  0.081
H -9.635 -2.371 -17.250  0.062
H -5.865 -1.843 -14.154  0.094
H -6.729 -0.383 -14.343  0.081
H -5.358 -0.449 -15.268  0.088
H -7.024 0.982 -16.847  0.110
C -5.243 6.902 -13.286  -0.070
C -5.087 6.783 -14.760  -0.501
C -6.365 7.308 -15.430  -0.135
C -6.427 7.359 -17.033  -0.137
C -5.145 8.160 -17.431  -0.131
C -3.735 7.821 -16.759  -0.451
N -3.929 7.637 -15.238  -0.080
O -2.688 7.326 -14.612  -0.033
C -3.066 6.595 -17.446  -0.026
C -2.922 9.063 -16.927  -0.077
C -4.994 5.197 -15.012  -0.021
H -4.341 6.677 -12.716  0.077
H -6.065 6.293 -12.909  0.096
H -5.351 7.959 -13.041  0.089
H -7.132 6.571 -15.192  0.102
H -6.698 8.223 -14.939  0.114
H -7.390 7.800 -17.290  0.102
H -6.377 6.353 -17.451  0.092
H -5.373 9.197 -17.188  0.103
H -5.151 8.155 -18.521  0.110
H -2.482 5.973 -16.768  0.078
H -3.775 6.052 -18.071  0.074
H -2.324 6.973 -18.150  0.072
H -3.290 9.972 -16.452  0.088
H -1.981 8.988 -16.381  0.079
H -2.611 9.233 -17.957  0.089
H -4.823 5.040 -16.077  0.048
H -5.956 4.693 -14.924  0.078
H -4.071 4.817 -14.574  0.079
H -2.788 7.782 -13.773  0.091
C -13.212 -3.072 -9.701  -0.046
C -13.372 -1.779 -10.536  -0.453
C -13.056 -2.148 -12.024  -0.137
C -13.458 -0.979 -12.951  -0.167
C -14.981 -0.564 -12.781  -0.106
C -15.283 -0.110 -11.280  -0.475
N -14.707 -1.089 -10.325  -0.137
O -15.148 -0.958 -9.014  -0.004
C -14.684 1.264 -10.977  -0.036
C -16.818 -0.142 -11.167  -0.056
C -12.204 -0.844 -10.120  -0.041
H -13.934 -3.864 -9.899  0.080
H -13.181 -2.937 -8.619  0.077
H -12.256 -3.495 -10.009  0.079
H -12.007 -2.381 -12.208  0.111
H -13.638 -3.038 -12.261  0.113
H -13.444 -1.205 -14.017  0.103
H -12.907 -0.074 -12.696  0.089
H -15.569 -1.403 -13.152  0.109
H -15.122 0.289 -13.444  0.112
H -15.253 2.108 -11.366  0.081
H -14.697 1.349 -9.890  0.084
H -13.653 1.460 -11.271  0.063
H -17.290 -1.119 -11.270  0.081
H -17.195 0.191 -10.200  0.074
H -17.433 0.446 -11.848  0.082
H -12.228 0.107 -10.653  0.059
H -11.273 -1.309 -10.444  0.075
H -12.107 -0.777 -9.037  0.083
H -15.845 -1.618 -9.042  0.103
C -6.873 -11.309 -8.302  -0.020
C -7.399 -9.857 -8.699  -0.444
C -6.422 -8.844 -8.090  -0.137
C -6.495 -7.473 -8.763  -0.206
C -6.292 -7.526 -10.254  -0.145
C -7.304 -8.533 -10.930  -0.454
N -7.367 -9.847 -10.186  -0.139
O -8.146 -10.832 -10.745  -0.004
C -8.668 -7.887 -11.048  -0.034
C -6.628 -8.844 -12.281  -0.052
C -8.854 -9.547 -8.192  -0.029
H -5.784 -11.344 -8.338  0.070
H -7.282 -12.152 -8.860  0.072
H -7.052 -11.543 -7.253  0.073
H -6.592 -8.627 -7.035  0.123
H -5.432 -9.292 -8.178  0.110
H -5.674 -6.790 -8.542  0.112
H -7.476 -7.081 -8.493  0.100
H -5.227 -7.750 -10.313  0.123
H -6.466 -6.533 -10.670  0.121
H -8.828 -7.241 -11.912  0.086
H -9.555 -8.519 -11.021  0.080
H -8.724 -7.114 -10.282  0.071
H -5.888 -9.639 -12.372  0.083
H -7.320 -9.340 -12.960  0.072
H -6.175 -7.982 -12.771  0.079
H -9.538 -10.250 -8.668  0.067
H -9.264 -8.564 -8.424  0.067
H -9.140 -9.815 -7.175  0.078
H -9.042 -10.490 -10.759  0.076
C -10.502 5.243 -0.513  -0.035
C -9.439 6.093 0.080  -0.546
C -8.993 5.611 1.466  -0.154
C -8.156 4.380 1.505  -0.203
C -6.943 4.589 0.619  -0.127
C -7.348 5.196 -0.794  -0.421
N -8.268 6.326 -0.656  -0.141
O -8.412 7.095 -1.842  -0.001
C -5.934 5.940 -1.185  -0.021
C -7.780 4.070 -1.738  -0.039
C -10.072 7.533 0.350  -0.025
H -11.328 5.007 0.159  0.093
H -10.172 4.220 -0.696  0.062
H -10.759 5.550 -1.527  0.094
H -8.397 6.368 1.975  0.127
H -9.907 5.395 2.019  0.124
H -8.685 3.436 1.371  0.113
H -7.858 4.329 2.552  0.111
H -6.460 3.628 0.445  0.118
H -6.224 5.259 1.092  0.110
H -5.704 6.689 -0.428  0.072
H -5.146 5.187 -1.151  0.072
H -5.946 6.445 -2.151  0.067
H -8.401 3.271 -1.334  0.071
H -8.290 4.372 -2.652  0.079
H -6.900 3.642 -2.218  0.078
H -10.396 7.990 -0.586  0.071
H -9.313 8.185 0.781  0.083
H -10.946 7.561 1.001  0.083
H -8.545 7.964 -1.458  0.086
C 0.873 -5.216 -17.844  -0.009
C -0.418 -4.402 -17.219  -0.493
C -0.196 -3.683 -15.827  -0.111
C 0.793 -2.454 -15.953  -0.138
C 0.095 -1.442 -16.995  -0.113
C -0.165 -2.178 -18.376  -0.424
N -0.903 -3.470 -18.137  -0.115
O -1.410 -3.992 -19.371  -0.012
C -1.081 -1.209 -19.229  -0.050
C 1.217 -2.287 -19.130  -0.024
C -1.475 -5.485 -16.805  -0.049
H 1.014 -6.229 -17.467  0.065
H 1.779 -4.691 -17.542  0.049
H 0.781 -5.294 -18.927  0.074
H -1.199 -3.281 -15.682  0.111
H 0.186 -4.501 -15.215  0.112
H 1.789 -2.810 -16.216  0.092
H 1.037 -1.887 -15.054  0.091
H 0.828 -0.642 -17.101  0.101
H -0.858 -1.012 -16.687  0.105
H -0.802 -0.164 -19.367  0.080
H -1.274 -1.670 -20.198  0.067
H -2.072 -1.024 -18.815  0.069
H 1.757 -3.170 -18.786  0.045
H 1.091 -2.315 -20.213  0.078
H 1.882 -1.454 -18.907  0.077
H -2.432 -5.153 -16.403  0.077
H -1.012 -6.093 -16.028  0.072
H -1.594 -6.221 -17.600  0.076
H -2.364 -3.888 -19.379  0.098

***

#ii
Computed, not measured: a 11-piece molecular cluster, C68H154N8O14 overall, with ωB97M-V/def2-TZVPD.

## Properties
Gap between HOMO and LUMO ... 8.79 eV
Highest occupied orbital energy ... -0.3099 Ha
Structure (SMILES) ... CC1(C)CCCC(C)(C)N1O.CC1(C)CCCC(C)(C)N1O.CC1(C)CCCC(C)(C)N1O.CC1(C)CCCC(C)(C)N1O.CC1(C)CCCC(C)(C)N1O.CC1(C)CCCC(C)(C)N1O.COC[C@H](C)N.COC[C@H](C)N.OCCO.OCCO.OCCO
E_LUMO ... 0.36 eV

Each line ends with the Löwdin charge.
Atoms and positions in Å:
C -8.535 5.641 24.715  -0.082
C -8.982 5.654 26.177  -0.459
C -10.476 6.185 26.192  -0.209
O -10.637 7.453 25.595  -0.203
C -11.896 7.969 25.881  -0.123
N -8.949 4.353 26.806  0.038
H -9.310 5.099 24.128  0.078
H -7.472 5.206 24.474  0.095
H -8.531 6.689 24.317  0.083
H -8.281 6.472 26.603  0.123
H -10.834 6.242 27.221  0.107
H -11.045 5.430 25.595  0.132
H -12.209 7.638 26.894  0.087
H -12.493 7.464 25.153  0.078
H -11.936 9.075 25.819  0.099
H -8.146 3.723 26.591  0.055
H -9.045 4.447 27.853  0.098
C -5.630 2.849 26.572  -0.071
C -4.219 2.854 26.120  -0.421
C -3.941 1.448 25.651  -0.203
O -2.567 1.313 25.224  -0.186
C -2.407 0.043 24.645  -0.139
N -4.018 3.858 25.068  0.063
H -6.343 2.429 25.845  0.095
H -6.049 3.826 26.804  0.064
H -5.700 2.189 27.425  0.072
H -3.511 3.114 26.912  0.139
H -4.578 1.247 24.806  0.115
H -4.157 0.746 26.513  0.134
H -3.217 -0.181 23.899  0.094
H -2.330 -0.755 25.440  0.103
H -1.481 0.065 24.043  0.086
H -3.310 3.608 24.416  0.079
H -4.850 3.899 24.514  0.076
C 0.470 5.085 28.106  -0.015
C 1.072 6.516 28.049  -0.523
C 0.382 7.176 26.879  -0.162
C 0.390 8.701 26.748  -0.167
C -0.096 9.328 28.076  -0.142
C 0.643 8.724 29.291  -0.500
N 0.565 7.304 29.228  -0.088
O 0.998 6.655 30.422  -0.024
C 2.118 9.314 29.333  -0.026
C -0.096 9.300 30.558  -0.022
C 2.570 6.482 27.974  -0.032
H -0.559 5.159 28.371  0.050
H 1.028 4.544 28.924  0.104
H 0.554 4.688 27.106  0.082
H 0.836 6.799 25.953  0.123
H -0.728 6.877 26.920  0.134
H -0.170 9.142 25.873  0.123
H 1.483 9.043 26.643  0.116
H -1.154 9.078 28.242  0.109
H 0.063 10.400 28.046  0.115
H 2.803 8.880 30.066  0.077
H 2.561 9.225 28.355  0.038
H 2.048 10.386 29.570  0.086
H 0.495 9.453 31.432  0.062
H -0.475 10.306 30.315  0.087
H -0.923 8.630 30.794  0.064
H 3.066 7.431 27.658  0.084
H 2.948 5.700 27.297  0.094
H 2.915 6.182 28.965  0.079
H 1.910 6.882 30.628  0.075
C -1.819 6.722 35.643  -0.040
C -3.269 6.729 35.210  -0.531
C -3.643 5.739 34.084  -0.119
C -3.606 4.314 34.664  -0.188
C -4.541 4.199 35.837  -0.139
C -4.361 5.290 36.954  -0.469
N -4.301 6.608 36.264  -0.055
O -4.314 7.661 37.271  -0.022
C -5.672 5.217 37.713  -0.052
C -3.215 4.882 37.950  -0.018
C -3.376 8.137 34.579  -0.049
H -1.521 5.794 36.093  0.059
H -1.665 7.481 36.435  0.094
H -1.096 6.870 34.869  0.085
H -4.623 6.038 33.728  0.090
H -2.765 5.844 33.278  0.164
H -2.592 4.021 34.995  0.113
H -3.803 3.472 33.938  0.107
H -4.390 3.236 36.265  0.117
H -5.541 4.322 35.428  0.102
H -6.542 5.406 37.144  0.051
H -5.791 4.188 38.117  0.102
H -5.653 5.910 38.528  0.075
H -2.508 4.315 37.437  0.041
H -2.717 5.644 38.575  0.087
H -3.610 4.216 38.749  0.091
H -2.677 8.295 33.737  0.084
H -3.021 8.874 35.326  0.082
H -4.432 8.349 34.291  0.089
H -3.415 7.694 37.636  0.078
C -6.063 12.476 27.837  -0.034
C -5.621 13.758 27.143  -0.532
C -4.204 13.587 26.663  -0.133
C -4.038 12.567 25.519  -0.143
C -4.989 13.086 24.348  -0.083
C -6.482 13.071 24.799  -0.525
N -6.533 14.014 25.962  -0.095
O -7.813 14.045 26.587  -0.069
C -7.299 13.842 23.824  -0.070
C -7.109 11.713 24.954  -0.015
C -5.792 14.940 28.005  -0.050
H -7.087 12.350 28.097  0.080
H -5.521 12.419 28.784  0.087
H -5.717 11.587 27.327  0.041
H -3.878 14.532 26.216  0.121
H -3.605 13.487 27.589  0.131
H -4.265 11.512 25.760  0.065
H -3.020 12.469 25.187  0.101
H -4.689 12.493 23.512  0.104
H -4.696 14.136 24.163  0.121
H -8.376 13.920 23.978  0.085
H -6.980 14.897 23.827  0.098
H -7.092 13.376 22.870  0.087
H -7.536 11.391 24.011  0.089
H -6.380 10.921 25.270  0.067
H -7.826 11.755 25.740  0.073
H -6.665 14.881 28.744  0.096
H -5.940 15.806 27.390  0.083
H -4.881 15.210 28.537  0.085
H -8.395 14.683 26.052  0.142
C -5.923 16.675 31.926  -0.010
C -6.535 15.340 32.454  -0.515
C -5.574 14.248 32.075  -0.115
C -5.979 12.852 32.745  -0.150
C -5.880 13.057 34.229  -0.171
C -6.723 14.203 34.709  -0.532
N -6.519 15.408 33.880  -0.093
O -7.352 16.465 34.304  -0.018
C -8.166 13.783 34.754  -0.021
C -6.180 14.533 36.100  -0.024
C -7.916 15.064 31.762  -0.005
H -6.310 17.532 32.404  0.055
H -6.101 16.758 30.868  0.062
H -4.771 16.662 32.027  0.115
H -5.643 14.073 31.040  0.082
H -4.533 14.431 32.405  0.133
H -5.274 12.094 32.336  0.107
H -6.978 12.541 32.435  0.092
H -4.867 13.179 34.532  0.105
H -6.161 12.071 34.754  0.151
H -8.110 13.031 35.537  0.084
H -8.777 14.634 35.031  0.085
H -8.516 13.251 33.857  0.079
H -6.599 15.391 36.540  0.067
H -6.226 13.690 36.822  0.103
H -5.153 14.702 36.006  0.063
H -8.303 14.113 31.913  0.033
H -7.883 15.173 30.665  0.079
H -8.755 15.701 32.031  0.080
H -8.197 16.366 33.851  0.076
C -11.508 6.604 36.624  -0.055
C -11.252 6.223 35.150  -0.464
C -12.123 7.209 34.326  -0.140
C -11.562 8.614 34.115  -0.187
C -10.184 8.499 33.518  -0.155
C -9.188 7.601 34.314  -0.498
N -9.852 6.308 34.577  -0.069
O -9.026 5.448 35.292  -0.059
C -7.895 7.391 33.469  -0.022
C -8.810 8.310 35.568  -0.029
C -11.668 4.747 35.014  -0.029
H -12.356 6.081 36.983  0.062
H -11.656 7.666 36.958  0.092
H -10.775 6.233 37.372  0.087
H -12.222 6.702 33.254  0.161
H -13.100 7.344 34.844  0.125
H -11.463 9.106 35.133  0.121
H -12.199 9.265 33.478  0.124
H -9.661 9.386 33.275  0.098
H -10.266 8.146 32.495  0.112
H -7.094 6.852 34.062  0.094
H -8.195 6.803 32.625  0.051
H -7.509 8.391 33.141  0.099
H -9.544 8.326 36.337  0.066
H -7.890 7.894 35.889  0.067
H -8.513 9.350 35.359  0.105
H -11.433 4.424 33.989  0.094
H -12.724 4.561 35.144  0.089
H -11.142 4.105 35.637  0.055
H -8.791 5.798 36.162  0.100
C -7.699 7.761 29.869  -0.010
C -6.468 8.383 29.153  -0.430
C -5.731 9.478 29.993  -0.123
C -4.883 8.944 31.135  -0.179
C -3.854 8.007 30.582  -0.118
C -4.518 6.841 29.729  -0.485
N -5.410 7.437 28.662  -0.102
O -5.900 6.462 27.805  -0.019
C -3.432 6.153 28.868  -0.025
C -5.137 5.890 30.631  -0.064
C -7.018 9.182 27.935  -0.034
H -8.376 8.484 30.322  0.081
H -7.446 7.201 30.733  0.023
H -8.332 7.227 29.204  0.067
H -5.106 10.085 29.425  0.084
H -6.540 10.124 30.315  0.116
H -5.436 8.392 31.917  0.094
H -4.423 9.839 31.500  0.097
H -3.206 7.551 31.353  0.109
H -3.180 8.545 29.914  0.105
H -3.889 5.191 28.454  0.092
H -3.077 6.791 28.046  0.073
H -2.538 5.804 29.448  0.089
H -5.886 5.249 30.218  0.072
H -4.270 5.243 31.009  0.112
H -5.711 6.268 31.528  0.078
H -6.263 9.931 27.592  0.046
H -7.865 9.750 28.391  0.096
H -7.447 8.598 27.062  0.095
H -5.575 6.652 26.945  0.036
C -4.198 1.847 29.985  -0.242
C -3.652 1.385 31.344  -0.219
O -4.510 0.400 32.000  -0.097
O -4.111 0.883 28.943  -0.070
H -3.787 2.808 29.710  0.101
H -5.258 2.086 30.246  0.111
H -3.394 2.249 32.000  0.106
H -2.700 0.882 31.194  0.112
H -5.316 0.904 32.262  0.035
H -4.376 0.022 29.301  0.101
C -4.368 8.948 25.387  -0.222
C -3.956 7.654 24.609  -0.191
O -4.699 6.575 25.192  -0.157
O -3.735 9.104 26.672  -0.071
H -5.449 8.973 25.493  0.094
H -4.052 9.780 24.772  0.094
H -2.865 7.432 24.818  0.132
H -4.329 7.688 23.539  0.130
H -4.230 5.689 25.146  0.049
H -4.192 8.778 27.427  0.017
C -6.903 3.230 32.804  -0.214
C -8.413 3.427 32.938  -0.250
O -9.004 2.951 34.108  -0.075
O -6.502 1.901 33.095  -0.087
H -6.303 3.933 33.326  0.078
H -6.609 3.403 31.700  0.131
H -8.961 2.864 32.184  0.127
H -8.595 4.475 32.824  0.091
H -9.083 3.729 34.720  0.061
H -6.991 1.711 33.935  0.122

***

Most stable one: #ii, least stable one: #i.